Record 1
C5H5NS | the ωB97M-V functional and the def2-TZVPD basis

Values from the calculation:
E_LUMO in eV: -1.2507
Orbital gap in eV: 7.974
HOMO level in eV: -9.224
Energy relative to the best compared isomer or geometry (same formula, charge and spin) in kcal/mol: 52.0

```
! RIJCOSX wB97M-V def2-TZVPD def2/J DEFGRID3
* xyz 0 1
C -0.66724 -0.47321 -0.43174
C -0.23340 0.90373 -0.18980
C 1.02849 1.16109 0.30308
C 1.56311 2.45224 0.22437
N 1.82863 3.55322 0.20839
C 2.17434 0.19888 0.75304
S 2.49418 -1.27346 0.12702
H -1.11817 -0.47429 -1.33080
H 0.23028 -1.06929 -0.45486
H -1.28877 -0.77161 0.31571
H -0.85995 1.63272 -0.38661
H 2.85458 0.53736 1.46732
*
```


Record 2
C20H25N3O2 | the ωB97M-V functional and the def2-TZVPD basis

Values from the calculation:
E_LUMO in eV: -0.1224
Orbital gap in eV: 7.855
HOMO level in eV: -7.977
Energy relative to the best compared isomer or geometry (same formula, charge and spin) in kcal/mol: 110.2

```
! RIJCOSX wB97M-V def2-TZVPD def2/J DEFGRID3
* xyz 0 1
C -3.00954 0.55484 5.84604
C -3.26438 1.65972 4.77038
C -3.26127 3.12132 5.34030
C -2.30526 1.52490 3.63198
C -0.97252 1.87323 3.77594
C -0.05712 1.67536 2.74581
C -0.42686 1.20160 1.52869
C 0.64448 0.87923 0.51074
N 0.76343 -0.60484 0.52477
C 0.72658 -1.29472 -0.63806
C 1.67178 -0.97285 -1.60874
C 1.59411 -1.57543 -2.85421
N 2.43724 -1.13610 -3.91119
C 2.36174 -1.63265 -5.27749
C 2.93145 -0.52752 -6.11421
C 3.88188 0.23037 -5.18629
C 3.42758 -0.07735 -3.77114
C 0.64813 -2.59863 -3.04456
C -0.30228 -2.91631 -2.08632
C -0.29633 -2.25716 -0.85711
N -1.27294 -2.62597 0.12476
O -2.41304 -2.93803 -0.26787
O -0.96810 -2.59209 1.35859
C -1.74495 0.89820 1.31836
C -2.68206 0.99951 2.38791
H -3.72589 0.66928 6.66785
H -2.01719 0.67098 6.29488
H -3.10925 -0.42062 5.34489
H -4.29341 1.53042 4.35191
H -3.49434 3.80691 4.52606
H -2.28135 3.43969 5.75409
H -4.00479 3.17368 6.12185
H -0.64694 2.28228 4.71887
H 0.98807 1.87033 2.95123
H 1.62041 1.33247 0.72186
H 0.37702 1.25251 -0.46842
H 0.32899 -1.09295 1.29005
H 2.41590 -0.25744 -1.30559
H 1.33310 -1.82517 -5.57709
H 2.96183 -2.56436 -5.36226
H 2.15342 0.12500 -6.45366
H 3.46795 -0.87153 -6.97293
H 3.79223 1.29840 -5.37586
H 4.92012 -0.03595 -5.36009
H 4.26102 -0.37296 -3.11289
H 2.94408 0.81368 -3.33786
H 0.65700 -3.20311 -3.92922
H -0.97888 -3.74260 -2.26574
H -2.02393 0.45012 0.35444
H -3.75692 0.80229 2.17653
*
```


Record 3
C4H5N3 | the ωB97M-V functional and the def2-TZVPD basis

Values from the calculation:
E_LUMO (alpha / beta) in eV: -1.3185 / -1.3200
Orbital gap (alpha / beta) in eV: 6.685 / 6.682
HOMO level (alpha / beta) in eV: -8.003 / -8.002
Energy relative to the best compared isomer or geometry (same formula, charge and spin) in kcal/mol: 138.5

```
! RIJCOSX wB97M-V def2-TZVPD def2/J DEFGRID3
* xyz 0 1
C -1.11819 -0.83134 0.67165
C 0.17441 -0.97224 0.05803
C 1.22785 1.26050 -0.02570
N 0.35122 0.43735 -0.48902
N 0.80924 -1.94373 -0.43703
C -1.22406 0.80951 -0.36211
N -1.97542 1.64439 -0.69917
H 1.47574 -1.63710 -1.14746
H -1.83945 -1.61477 0.46656
H -1.10521 -0.38548 1.66164
H 2.27608 0.97424 0.00219
H 0.94779 2.25866 0.30043
*
```


Which formula does entry 1 have?
C5H5NS